[1]
ORCA calculation (wB97M-V/def2-TZVPD) on a gas-phase ion, C2H2N3S2 (charge -1) in a non-equilibrium geometry.

Summary:
SMILES   S=c1[nH]ncn1[S-]
Energy relative to the best compared isomer or geometry (same formula, charge and spin)   0.000 eV
Net charge   -1
E_LUMO   3.7 eV

Each line ends with the Löwdin charge.
Atoms and positions in Å:
S 2.21 -0.02 1.48  0.34
C 0.87 0.03 0.39  -0.87
N 0.66 0.87 -0.68  -0.05
N -0.57 0.77 -1.21  0.00
C -1.17 -0.10 -0.46  -0.29
N -0.39 -0.63 0.56  -0.56
S -0.97 -1.80 1.73  0.18
H 1.48 1.40 -0.92  0.13
H -2.12 -0.53 -0.89  0.12

***

[2]
ORCA calculation (wB97M-V/def2-TZVPD) on a molecular structure, C40H50AsBr4O6S2ScSi.

Summary:
Energy relative to the best compared isomer or geometry (same formula, charge and spin)   0.000 eV
Net charge   0
E_LUMO   0.2 eV

Each line ends with the Löwdin charge.
Atoms and positions in Å:
Sc -0.79 0.64 -0.67  0.77
Br -7.45 -1.29 -1.49  0.71
C -5.81 -0.36 -1.60  -0.76
C -5.71 0.82 -2.32  -0.76
Br -7.22 1.54 -3.19  0.71
C -4.48 1.49 -2.42  -0.65
Br -4.25 3.08 -3.40  0.77
C -3.35 0.94 -1.84  -0.42
O -2.12 1.44 -1.89  -0.21
C -3.47 -0.21 -1.03  -0.41
O -2.36 -0.59 -0.42  -0.25
C -4.69 -0.87 -0.94  -0.63
Br -4.73 -2.44 0.11  0.77
C -1.62 -1.33 2.31  -0.04
C -0.49 -0.38 2.62  -0.57
C 0.86 -1.07 2.54  -0.02
C -0.73 0.25 3.99  -0.01
O -0.49 0.68 1.58  -0.27
Si 0.09 2.27 1.80  -0.16
S 0.38 2.87 -0.14  0.46
O -1.01 3.10 2.65  -0.14
C -2.30 3.65 2.30  -0.63
C -3.03 2.74 1.32  -0.02
C -2.08 5.03 1.70  -0.03
C -3.07 3.73 3.61  -0.02
O 1.40 2.13 2.75  -0.16
C 2.24 3.13 3.35  -0.63
C 3.67 2.59 3.26  -0.03
C 1.81 3.26 4.81  -0.02
C 2.12 4.46 2.63  -0.04
H -1.62 -2.12 3.07  0.10
H -1.51 -1.78 1.33  0.04
H -2.59 -0.83 2.33  0.09
H 0.91 -1.87 3.29  0.10
H 1.68 -0.37 2.71  0.07
H 0.98 -1.54 1.56  0.07
H -0.82 -0.55 4.73  0.10
H -1.67 0.81 3.99  0.08
H 0.08 0.91 4.30  0.07
H -2.56 2.75 0.33  0.06
H -4.06 3.09 1.18  0.10
H -3.07 1.71 1.70  0.09
H -1.49 4.96 0.79  0.06
H -1.57 5.68 2.42  0.09
H -3.04 5.49 1.46  0.09
H -3.22 2.74 4.03  0.08
H -4.05 4.19 3.45  0.09
H -2.52 4.34 4.33  0.09
H 3.75 1.64 3.77  0.09
H 4.37 3.30 3.71  0.09
H 3.94 2.44 2.21  0.07
H 1.89 2.30 5.31  0.09
H 0.77 3.60 4.86  0.09
H 2.44 3.98 5.34  0.09
H 2.44 4.37 1.59  0.07
H 2.75 5.21 3.12  0.09
H 1.09 4.83 2.65  0.08
C 1.18 -6.00 0.36  -0.08
C -0.04 -5.37 0.59  -0.07
C -0.34 -4.19 -0.07  -0.13
C 0.57 -3.63 -0.97  -0.37
C 1.78 -4.27 -1.20  -0.12
C 2.08 -5.46 -0.54  -0.08
As 0.05 -1.95 -1.75  1.40
C -1.48 -2.37 -2.87  -0.35
C -1.94 -1.34 -3.69  -0.11
C -3.13 -1.49 -4.38  -0.06
C -3.86 -2.67 -4.26  -0.07
C -3.39 -3.70 -3.46  -0.08
C -2.19 -3.55 -2.76  -0.10
C 1.36 -1.42 -3.07  -0.30
C 1.60 -0.05 -3.13  -0.34
C 2.49 0.49 -4.05  -0.02
C 3.15 -0.36 -4.92  -0.07
C 2.90 -1.72 -4.91  -0.08
C 2.00 -2.24 -3.99  -0.08
H 1.41 -6.93 0.87  0.11
H -0.75 -5.80 1.28  0.11
H -1.29 -3.71 0.12  0.09
H 2.51 -3.86 -1.89  0.09
H 3.03 -5.95 -0.72  0.11
H -1.41 -0.40 -3.76  0.11
H -3.51 -0.68 -4.99  0.12
H -4.80 -2.78 -4.78  0.11
H -3.95 -4.61 -3.36  0.11
H -1.85 -4.36 -2.13  0.09
H 1.30 1.65 -2.16  0.05
H 2.65 1.56 -4.09  0.13
H 3.84 0.06 -5.64  0.11
H 3.39 -2.38 -5.61  0.11
H 1.78 -3.30 -4.00  0.11
O 0.90 0.77 -2.27  -0.16
S 3.13 0.16 0.13  0.88
C 4.42 0.78 -0.99  -0.44
C 5.08 -0.46 -1.60  -0.25
C 5.15 -1.48 -0.47  -0.25
C 3.74 -1.55 0.12  -0.45
H 5.15 1.36 -0.43  0.07
H 3.97 1.43 -1.74  0.06
H 6.05 -0.22 -2.02  0.11
H 4.45 -0.85 -2.40  0.09
H 5.86 -1.14 0.29  0.11
H 5.48 -2.46 -0.82  0.11
H 3.72 -1.96 1.12  0.08
H 3.11 -2.17 -0.52  0.03

***

[3]
ORCA calculation (wB97M-V/def2-TZVPD) on a molecular structure, C11H17N7O3Pt.

Summary:
Net charge   0
E_LUMO (spin up / spin down)   0.0 / 0.0 eV

Each line ends with the Löwdin charge.
Atoms and positions in Å:
Pt -0.06 -0.89 -0.71  0.74
N 4.53 0.66 -0.23  0.02
C 3.59 0.63 -1.19  -0.15
N 2.41 0.51 -0.64  0.10
C 2.69 0.46 0.69  -0.33
N 3.97 0.55 0.99  0.12
C 1.65 0.27 1.72  -0.21
C 2.01 0.09 3.06  -0.07
N 1.11 -0.15 4.01  0.08
C -0.16 -0.20 3.61  -0.12
C -0.53 -0.01 2.30  -0.12
N 0.37 0.22 1.34  -0.01
H 5.53 0.71 -0.32  0.15
H 3.81 0.69 -2.24  0.13
H 3.05 0.14 3.35  0.11
H -0.90 -0.40 4.37  0.11
H -1.57 -0.03 1.99  0.11
C -3.96 3.70 -0.85  -0.08
O -4.07 2.29 -0.95  -0.03
C -2.98 1.48 -1.11  -0.58
O -3.12 0.30 -1.22  0.10
N -1.78 2.17 -1.17  0.01
N -0.56 1.47 -1.17  -0.03
H -4.97 4.07 -0.77  0.10
H -3.49 4.13 -1.73  0.10
H -3.41 4.00 0.05  0.09
H -1.76 3.12 -0.84  0.11
H -0.06 1.66 -0.31  0.05
H -0.02 1.76 -1.97  0.09
C -1.89 -3.52 -0.51  -0.10
O -0.53 -3.74 -0.89  -0.18
C 0.25 -2.66 -1.10  -0.56
C 1.61 -3.18 -1.51  -0.12
H -2.50 -3.47 -1.41  0.09
H -1.97 -2.58 0.03  0.04
H -2.18 -4.37 0.10  0.08
H 1.59 -4.24 -1.76  0.07
H 2.29 -3.02 -0.67  0.06
H 1.99 -2.60 -2.35  0.05

***

[4]
ORCA calculation (wB97M-V/def2-TZVPD) on a molecular structure, C30H43BeBrCl7F5LiN3O9S in a non-equilibrium geometry.

Summary:
Energy relative to the best compared isomer or geometry (same formula, charge and spin)   7.886 eV
Net charge   0
E_LUMO   -5.8 eV

Each line ends with the Löwdin charge.
Atoms and positions in Å:
N 3.94 -0.33 1.54  0.03
C 2.65 -0.13 1.71  -0.06
C 0.99 0.00 1.59  -0.19
C 0.73 1.43 0.75  -0.17
C -0.35 2.42 1.49  -0.28
C -0.07 4.04 1.18  -0.55
Br -0.83 4.34 -0.69  0.54
C 0.43 -1.32 0.77  -0.25
C 1.57 -2.51 0.99  -0.13
N 2.56 -3.34 1.14  0.13
C -0.99 -1.92 1.41  -0.27
C -2.01 -0.63 1.50  -0.18
C -3.60 -1.01 1.34  -0.15
C -4.22 -2.18 0.36  -0.05
C -5.87 -2.35 0.31  -0.04
C -6.91 -1.39 1.18  -0.04
C -6.29 -0.22 2.19  -0.05
C -4.66 -0.07 2.23  -0.04
H 0.60 0.09 2.69  0.16
H 0.24 1.12 -0.28  0.12
H 1.78 1.96 0.55  0.12
H -1.43 2.22 1.03  0.10
H -0.37 2.19 2.65  0.12
H 1.05 4.34 1.27  0.08
H -0.78 4.65 1.92  0.09
H 0.27 -1.15 -0.38  0.06
H -1.42 -2.81 0.78  -0.11
H -0.72 -2.37 2.48  0.11
H -1.73 0.09 0.62  0.11
H -1.86 -0.16 2.57  0.12
H -3.48 -2.84 -0.29  0.05
H -6.39 -3.16 -0.40  0.09
H -8.08 -1.47 1.14  0.09
H -6.95 0.50 2.84  0.08
H -4.20 0.78 2.92  0.09
Be -1.98 -4.31 1.46  0.39
C 2.83 -2.68 -2.63  -1.50
Cl 1.63 -1.45 -2.24  0.58
Cl 2.25 -3.72 -3.95  0.61
Cl 4.38 -1.93 -3.07  0.53
H 2.99 -3.30 -1.75  0.00
C 1.55 -3.53 -7.75  -0.57
F 0.94 -4.47 -6.95  0.07
F 2.68 -3.14 -7.08  0.06
F 1.99 -4.21 -8.86  0.07
S 0.42 -2.10 -8.17  0.53
O 0.05 -1.50 -6.89  -0.28
O -0.72 -2.70 -8.88  -0.21
O 1.22 -1.21 -9.02  -0.25
C -7.88 -1.44 -4.60  -0.08
C -7.14 -2.53 -3.92  -0.33
O -7.07 -2.10 -2.58  0.11
C -8.18 -1.33 -2.40  -0.51
O -8.62 -1.00 -1.30  0.10
O -8.76 -0.98 -3.59  0.03
F -5.88 -2.63 -4.40  0.09
H -7.23 -0.62 -4.92  0.15
H -8.45 -1.79 -5.47  0.14
H -7.64 -3.51 -3.96  0.16
F 0.94 -3.85 -10.92  -0.29
Li 4.24 0.56 -0.33  0.72
C 5.41 -5.15 5.09  -0.05
C 4.75 -3.87 5.62  -0.62
C 4.32 -2.99 4.44  -0.07
O 5.65 -3.20 6.32  -0.02
H 6.30 -4.94 4.48  0.08
H 5.71 -5.82 5.91  0.08
H 4.71 -5.71 4.46  0.08
H 3.81 -4.19 6.11  0.13
H 5.17 -2.70 3.80  0.08
H 3.83 -2.07 4.77  0.07
H 3.61 -3.52 3.80  0.06
C 0.68 6.53 4.72  -0.01
C 1.60 5.34 4.69  -0.56
O 1.23 4.22 5.03  0.01
N 2.88 5.52 4.25  0.00
C 3.51 6.75 3.81  -0.08
H -0.30 6.22 5.09  0.09
H 1.08 7.29 5.40  0.09
H 0.56 6.94 3.72  0.08
H 3.43 4.67 4.25  0.14
H 3.85 6.60 2.78  0.08
H 4.37 6.94 4.45  0.09
H 2.83 7.60 3.84  0.08
C -12.26 -2.70 -3.51  -2.00
Cl -13.59 -3.76 -3.01  0.52
Cl -10.82 -3.68 -3.90  0.53
Cl -12.75 -1.76 -4.94  0.52
Cl -11.86 -1.58 -2.18  0.55
C 8.64 3.24 -1.03  -0.06
C 7.18 3.67 -1.13  -0.50
C 6.91 4.90 -0.27  -0.06
O 6.35 2.60 -0.70  -0.09
H 8.91 2.98 0.00  0.09
H 8.82 2.35 -1.64  0.09
H 9.31 4.04 -1.37  0.09
H 6.93 3.89 -2.17  0.15
H 7.11 4.69 0.79  0.08
H 5.86 5.19 -0.34  0.08
H 7.53 5.74 -0.59  0.09
H 6.57 2.40 0.23  0.09

***

[5]
ORCA calculation (wB97M-V/def2-TZVPD) on a single C14H14BrNO3S molecule.

Summary:
SMILES   COc1ccc(CNS(=O)(=O)c2ccccc2Br)cc1
Energy relative to the best compared isomer or geometry (same formula, charge and spin)   0.196 eV
Net charge   0
E_LUMO   0.6 eV

Each line ends with the Löwdin charge.
Atoms and positions in Å:
C -3.88 -0.88 0.76  -0.08
O -3.17 0.16 0.13  -0.08
C -1.94 0.48 0.59  -0.29
C -1.32 -0.13 1.68  -0.05
C -0.02 0.23 2.03  -0.06
C 0.67 1.20 1.31  -0.26
C 2.11 1.50 1.61  -0.19
N 2.91 0.98 0.51  -0.13
S 2.80 -0.67 0.26  0.63
O 3.97 -1.05 -0.47  -0.28
O 2.52 -1.35 1.49  -0.34
C 1.42 -0.75 -0.88  -0.31
C 1.49 0.14 -1.94  -0.08
C 0.50 0.18 -2.90  -0.06
C -0.58 -0.69 -2.79  -0.07
C -0.65 -1.60 -1.76  -0.12
C 0.36 -1.63 -0.80  -0.62
Br 0.25 -2.93 0.56  0.87
C 0.02 1.83 0.25  -0.04
C -1.26 1.48 -0.10  0.00
H -4.12 -0.64 1.79  0.10
H -4.80 -1.00 0.19  0.09
H -3.32 -1.82 0.72  0.09
H -1.82 -0.89 2.25  0.10
H 0.46 -0.27 2.85  0.12
H 2.28 2.57 1.67  0.13
H 2.40 1.03 2.56  0.12
H 3.89 1.24 0.57  0.11
H 2.35 0.80 -1.98  0.12
H 0.56 0.88 -3.72  0.11
H -1.37 -0.66 -3.53  0.11
H -1.47 -2.29 -1.68  0.10
H 0.54 2.60 -0.30  0.12
H -1.76 1.96 -0.93  0.12

***

Which value of net charge does entry 1 give? -1